Here is a structure of composition C33H41ClGaN3O4P2Si2 at a distorted geometry from the Open Molecules 2025 dataset. Energies are from wB97M-V/def2-TZVPD.

Properties
2S+1: 1
Energy relative to the best compared isomer or geometry (same formula, charge and spin) in eV: 1.733
HOMO energy in eV: -7.84
Net charge: 0
HOMO-LUMO gap in eV: 8.195

Geometry as XYZ:
```
87
Properties=species:S:1:pos:R:3:forces:R:3:mulliken_charge:R:1
Ga 1.264 -0.079 -1.165 -1.27 -0.28 1.95 1.6892
C 0.285 -3.826 -2.788 -0.30 0.31 0.64 -1.2689
Si -0.650 -3.104 -1.296 0.22 -0.53 -0.05 0.5051
C 0.052 -3.885 0.309 -0.27 0.25 -0.66 -1.0846
C -2.485 -3.634 -1.478 0.66 0.41 0.06 -1.1166
N -0.366 -1.385 -1.210 0.12 0.12 -0.30 0.2884
P -1.373 -0.104 -1.129 0.47 0.83 -0.65 1.2552
C -0.352 1.321 -0.828 0.51 -1.74 0.89 -1.4344
P 0.206 1.206 0.850 -0.11 0.73 -0.77 0.6146
N 1.110 -0.127 1.037 0.20 0.21 -0.28 0.4813
Si 2.351 -0.628 2.136 0.52 -0.31 0.20 0.5250
C 1.686 -1.346 3.784 0.20 0.35 -0.69 -1.4018
C 3.247 -2.038 1.206 -0.33 0.52 0.28 -0.8106
C 3.629 0.728 2.600 -0.59 -0.44 -0.20 -1.1841
C -1.121 1.424 2.062 0.20 0.10 -0.12 1.0925
C -1.307 0.634 3.184 0.20 0.15 -0.03 -0.3673
C -2.348 0.912 4.055 -0.01 0.06 0.16 -0.7796
C -3.210 1.965 3.793 0.02 -0.04 0.05 -0.5012
C -3.030 2.750 2.665 -0.04 0.11 0.05 -0.7700
C -1.982 2.487 1.807 0.03 0.06 0.02 -0.4666
C 1.229 2.696 1.078 -0.05 -0.24 0.16 0.6821
C 1.441 3.216 2.348 -0.07 -0.01 -0.10 -0.8376
C 2.360 4.232 2.538 0.02 0.07 0.14 -0.4920
C 3.060 4.742 1.458 0.06 0.03 0.05 -0.6364
C 2.835 4.242 0.186 0.05 -0.01 -0.07 -0.7708
C 1.926 3.217 -0.006 -0.09 0.03 -0.08 -0.7396
C -2.122 0.154 -2.769 0.14 -0.06 0.24 0.0486
C -3.136 -0.674 -3.233 0.02 0.04 0.16 -0.1726
C -3.562 -0.584 -4.544 -0.12 -0.09 -0.08 -0.9159
C -2.983 0.341 -5.398 0.03 0.04 -0.07 -0.5851
C -1.982 1.178 -4.936 0.00 0.01 -0.12 -0.8025
C -1.542 1.078 -3.628 0.05 0.07 0.15 -0.6301
C -2.763 -0.335 0.012 0.17 -0.01 -0.27 0.1824
C -2.661 -1.219 1.076 -0.02 -0.08 -0.17 0.1605
C -3.702 -1.343 1.978 -0.08 -0.08 -0.01 -0.8371
C -4.849 -0.578 1.823 0.05 -0.08 -0.02 -0.6514
C -4.949 0.311 0.765 -0.09 0.07 -0.05 -0.8471
C -3.910 0.436 -0.139 0.02 -0.05 -0.06 -0.8550
H 0.080 -4.888 -2.897 -0.05 -0.22 0.02 0.4263
H 1.356 -3.700 -2.660 0.21 0.01 0.04 0.2311
H 0.011 -3.326 -3.712 -0.13 0.11 -0.11 0.3146
H -0.434 -4.828 0.540 -0.09 -0.21 0.01 0.5155
H -0.041 -3.237 1.176 -0.08 0.20 0.11 0.1321
H 1.110 -4.081 0.177 0.27 -0.06 -0.05 0.2806
H -2.591 -4.664 -1.153 0.08 -0.22 0.09 0.5426
H -2.797 -3.592 -2.517 -0.02 0.06 -0.21 0.2893
H -3.174 -3.036 -0.889 -0.10 0.09 0.11 0.2603
H 0.868 -2.043 3.634 -0.16 -0.15 -0.12 0.3302
H 1.350 -0.573 4.469 -0.05 0.19 0.11 0.3441
H 2.486 -1.891 4.277 0.23 -0.10 0.10 0.4081
H 2.829 -3.004 1.467 -0.15 -0.19 0.05 0.3011
H 4.307 -2.071 1.440 0.21 0.04 0.02 0.4860
H 3.131 -1.905 0.130 0.10 -0.07 -0.02 0.0286
H 3.231 1.419 3.337 -0.07 0.06 0.14 0.2770
H 3.918 1.316 1.733 0.00 0.07 -0.09 0.1823
H 4.527 0.280 3.018 0.13 -0.19 0.09 0.4928
H -0.635 -0.190 3.366 0.03 -0.15 0.05 0.1334
H -2.493 0.311 4.942 0.01 -0.08 0.02 0.4425
H -4.028 2.172 4.467 -0.07 0.01 0.08 0.4086
H -3.704 3.571 2.463 -0.05 0.05 -0.02 0.4335
H -1.812 3.090 0.925 -0.08 0.08 -0.08 0.4002
H 0.880 2.817 3.184 0.02 0.00 0.11 0.4462
H 2.545 4.620 3.529 -0.04 0.05 0.09 0.4306
H 3.784 5.529 1.609 0.05 0.10 0.01 0.3947
H 3.379 4.649 -0.655 0.02 0.03 -0.10 0.5054
H 1.748 2.816 -0.998 -0.03 0.12 0.06 0.4435
H -3.585 -1.388 -2.559 -0.12 -0.11 0.02 0.4924
H -4.342 -1.240 -4.902 -0.08 -0.04 -0.03 0.4399
H -3.306 0.399 -6.427 -0.06 0.04 -0.08 0.3943
H -1.535 1.908 -5.595 0.05 0.03 -0.07 0.4424
H -0.747 1.712 -3.258 -0.02 0.05 0.01 0.3942
H -1.758 -1.801 1.180 0.10 -0.09 0.11 0.1900
H -3.615 -2.030 2.807 0.00 -0.06 0.06 0.4779
H -5.662 -0.674 2.529 -0.05 0.00 0.05 0.4074
H -5.837 0.914 0.645 -0.07 0.03 0.00 0.4331
H -3.981 1.128 -0.967 -0.05 0.08 -0.06 0.5316
C 5.786 0.590 -1.652 0.70 -0.11 -0.40 -1.5845
C 4.479 0.650 -1.090 -0.78 0.28 0.71 0.9425
N 3.429 0.723 -0.637 -0.02 -0.23 -0.37 -0.2334
H 6.290 1.547 -1.513 0.03 -0.04 -0.03 0.3759
H 5.679 0.374 -2.716 0.10 0.01 -0.02 0.2967
H 6.356 -0.206 -1.175 0.04 0.03 -0.03 0.3413
O 3.627 -0.612 -4.224 0.96 -0.30 -0.61 -0.7092
Cl 2.434 -0.515 -3.486 1.28 0.12 -3.02 1.7462
O 2.603 -1.310 -2.283 -0.73 -0.44 2.46 -0.6036
O 1.314 -0.963 -4.184 -1.24 -0.62 -0.73 -0.6005
O 2.250 0.848 -3.093 -0.75 1.20 1.12 -0.6216
```
Forces are in eV/Å.


Here is a structure of composition C33H41IrN11O5SSe from the Open Molecules 2025 dataset. Energies are from wB97M-V/def2-TZVPD.

Properties
<S²>: 0.76
2S+1: 2
Energy relative to the best compared isomer or geometry (same formula, charge and spin) in eV: 0.000
HOMO energy (spin up / spin down) in eV: -12.50 / -12.50
Net charge: +2
HOMO-LUMO gap (spin up / spin down) in eV: 7.261 / 5.315

Geometry as XYZ:
```
93
Properties=species:S:1:pos:R:3:forces:R:3:lowdin_spin:R:1
Ir 0.130 -1.666 -0.578 -0.57 -0.06 -0.15 -0.0001
C 1.970 -4.171 2.357 -0.02 0.02 0.00 0.0000
C 1.120 -3.195 1.617 -0.10 -0.07 -0.08 0.0000
N 1.192 -3.090 0.325 0.04 -0.09 0.27 0.0000
N 2.086 -3.858 -0.342 0.00 0.01 -0.21 0.0000
C 1.994 -3.716 -1.662 -0.01 0.08 0.11 0.0000
N 2.833 -4.450 -2.398 -0.05 -0.04 0.00 0.0000
S 0.841 -2.711 -2.517 0.34 -0.08 0.03 0.0001
C 0.138 -2.295 2.250 -0.04 -0.02 -0.03 0.0000
C -0.230 -2.395 3.584 0.01 -0.03 0.03 0.0001
C -1.241 -1.587 4.079 -0.02 0.01 -0.02 0.0000
C -1.865 -0.691 3.229 0.04 -0.02 0.02 -0.0002
C -1.428 -0.609 1.918 0.14 0.09 0.07 -0.0006
N -0.446 -1.372 1.440 0.15 -0.01 0.09 -0.0003
H 3.015 -3.850 2.345 0.00 0.00 -0.01 0.0000
H 1.946 -5.136 1.852 0.00 -0.01 0.01 0.0000
H 1.661 -4.296 3.390 0.00 0.00 -0.01 0.0000
H 3.404 -5.149 -1.952 0.02 0.02 0.01 0.0000
H 2.775 -4.428 -3.401 0.02 0.00 0.00 0.0000
H 0.253 -3.113 4.228 -0.01 0.00 0.00 0.0000
H -1.540 -1.666 5.116 0.00 -0.01 0.00 0.0000
H -2.669 -0.053 3.569 0.00 0.01 0.00 0.0000
H -1.844 0.107 1.229 0.02 0.08 -0.09 -0.0003
C -4.106 -1.771 -0.160 0.02 0.01 -0.01 0.0000
N -3.678 -3.099 0.263 0.00 0.02 0.01 0.0000
C -4.716 -4.004 0.769 -0.01 -0.01 -0.02 0.0000
C -4.257 -5.447 0.736 0.02 -0.01 -0.01 0.0000
C -2.824 -5.513 1.229 -0.03 -0.01 -0.06 0.0000
N -1.981 -4.689 0.366 0.04 0.01 0.08 0.0000
C -0.880 -5.337 -0.335 -0.02 -0.03 0.01 0.0000
C -2.423 -3.480 -0.034 0.12 -0.14 0.19 0.0000
O -1.703 -2.682 -0.693 0.03 0.25 -0.26 0.0000
H -5.108 -1.598 0.225 0.00 0.00 0.01 0.0000
H -4.119 -1.694 -1.249 -0.02 0.00 0.00 0.0000
H -3.440 -1.004 0.230 -0.04 -0.04 -0.04 0.0000
H -5.608 -3.875 0.155 0.00 0.01 0.00 0.0000
H -4.971 -3.705 1.790 0.00 0.00 0.00 0.0000
H -4.300 -5.837 -0.284 0.00 0.00 0.00 0.0000
H -4.914 -6.057 1.354 -0.01 0.00 0.00 0.0000
H -2.439 -6.530 1.195 0.00 0.00 0.02 0.0000
H -2.752 -5.164 2.264 -0.01 0.00 0.00 0.0000
H -1.238 -6.264 -0.787 0.00 -0.01 0.00 0.0000
H -0.063 -5.576 0.347 -0.01 0.02 -0.01 0.0000
H -0.519 -4.688 -1.128 0.00 -0.01 0.02 0.0000
C -1.659 4.205 1.894 -0.05 0.05 -0.02 0.0044
N -0.318 4.769 1.819 0.01 0.09 -0.02 0.0273
C 0.830 4.102 1.669 -0.04 -0.19 -0.06 0.0566
Se 1.066 2.248 1.545 0.06 0.02 0.10 0.6966
N 1.838 4.988 1.648 -0.04 0.20 -0.05 0.0327
C 1.336 6.277 1.792 0.11 -0.15 -0.03 0.0142
C 1.953 7.521 1.841 0.00 0.07 0.01 0.0028
C 1.119 8.610 1.981 0.06 -0.03 0.00 0.0110
C -0.276 8.469 2.073 -0.04 -0.04 0.00 0.0112
C -0.885 7.231 2.025 -0.03 0.06 0.01 0.0027
C -0.042 6.135 1.884 -0.09 -0.12 0.04 0.0121
H -1.604 3.130 1.771 0.06 -0.04 0.00 0.0026
H -2.263 4.616 1.087 0.01 0.01 -0.01 0.0011
H -2.103 4.465 2.853 0.02 -0.01 0.00 0.0005
H 2.804 4.735 1.519 0.00 -0.04 -0.01 0.0025
H 3.026 7.632 1.772 0.00 0.00 0.00 -0.0002
H 1.549 9.601 2.022 0.00 0.00 0.00 0.0004
H -0.886 9.354 2.184 0.00 0.00 0.00 0.0004
H -1.958 7.124 2.100 0.00 0.00 0.00 -0.0001
O 4.893 2.611 -5.748 -0.02 -0.01 -0.02 0.0000
C 4.444 3.295 -4.614 -0.02 -0.04 0.00 0.0000
N 4.308 2.402 -3.469 0.06 0.11 0.03 0.0000
C 3.112 2.067 -2.941 -0.02 -0.07 -0.01 0.0000
O 2.039 2.505 -3.316 0.00 0.02 -0.01 0.0000
C 3.142 1.090 -1.792 0.01 -0.03 0.01 0.0000
C 4.170 0.948 -0.876 0.01 0.00 -0.03 -0.0003
C 4.008 0.049 0.168 0.00 0.02 0.01 0.0008
C 2.833 -0.666 0.268 0.03 0.06 0.08 0.0000
N 1.838 -0.536 -0.625 -0.10 -0.02 -0.04 0.0003
C 2.005 0.315 -1.641 0.02 0.06 -0.01 0.0012
H 4.153 2.175 -6.183 -0.01 0.01 0.00 0.0000
H 3.477 3.774 -4.757 0.00 0.01 0.01 0.0000
H 5.198 4.045 -4.386 0.02 -0.02 0.00 0.0000
H 5.124 1.866 -3.221 -0.01 0.00 0.01 0.0000
H 5.076 1.536 -0.953 0.00 0.00 0.00 0.0000
H 4.782 -0.099 0.908 -0.01 0.01 0.00 0.0000
H 2.674 -1.363 1.077 0.02 0.05 -0.03 0.0000
H 1.211 0.395 -2.366 -0.03 -0.01 0.03 0.0000
O -0.840 1.723 -0.198 -0.02 -0.44 -0.10 0.1027
C -1.213 1.118 -1.220 0.02 0.36 0.20 0.0084
C -2.056 1.825 -2.261 0.03 -0.01 -0.02 0.0046
C -2.299 0.771 -3.325 0.00 0.04 0.00 0.0013
C -1.547 -0.438 -2.817 -0.07 0.03 0.12 0.0003
O -1.442 -1.484 -3.397 0.01 -0.07 -0.05 0.0007
N -0.963 -0.166 -1.556 -0.05 0.10 -0.10 0.0025
H -1.495 2.688 -2.620 0.00 0.00 0.01 0.0000
H -2.964 2.198 -1.787 0.02 0.00 0.00 0.0000
H -1.906 1.037 -4.305 -0.01 -0.01 -0.01 0.0003
H -3.347 0.507 -3.459 0.00 -0.01 0.00 0.0000
```
Forces are in eV/Å.


Which value of energy relative to the best compared isomer or geometry (same formula, charge and spin) does entry 1 give?
1.733 eV


Among the records above, which one has the highest net charge?
C33H41IrN11O5SSe


The lowest energy relative to the best compared isomer or geometry (same formula, charge and spin) belongs to which entry?
C33H41IrN11O5SSe